# 1
14
Properties=species:S:1:pos:R:3:lowdin_charge:R:1 method="wB97M-V/def2-TZVPD" e_above_lowest_kcal_mol=0.0 homo_energy_ev=-11.40 smiles=CC(C)C lumo_ev=1.25 gap_ha=0.465
C 0.853 -1.113 0.376 -0.10
C 0.064 -0.061 -0.400 -0.51
C 0.547 1.344 -0.049 -0.10
C -1.432 -0.200 -0.122 -0.10
H 0.666 -1.037 1.453 0.08
H 0.572 -2.121 0.055 0.07
H 1.929 -0.997 0.209 0.07
H 0.234 -0.225 -1.472 0.13
H 1.617 1.451 -0.258 0.07
H 0.015 2.096 -0.641 0.07
H 0.384 1.569 1.011 0.08
H -2.004 0.537 -0.696 0.07
H -1.789 -1.195 -0.404 0.07
H -1.654 -0.049 0.940 0.08

# 2
14
Properties=species:S:1:pos:R:3:lowdin_charge:R:1 method="wB97M-V/def2-TZVPD" e_above_lowest_kcal_mol=116.6 homo_energy_ev=-6.90 lumo_ev=1.12 gap_ha=0.295
C -0.098 1.396 -0.881 -0.10
C 0.322 -0.136 0.548 -0.38
C 0.650 -1.216 -0.446 -0.09
C -0.790 -0.298 1.424 -0.11
H -0.684 1.010 -1.722 0.03
H -0.539 2.327 -0.501 0.03
H 0.931 1.592 -1.194 0.03
H 1.162 0.442 0.928 0.13
H 1.084 -2.055 0.112 0.09
H 1.356 -0.884 -1.210 0.08
H -0.260 -1.576 -0.933 0.09
H -0.832 0.242 2.362 0.05
H -1.534 -1.056 1.206 0.05
H -0.700 0.633 0.323 0.10

# 3
21
Properties=species:S:1:pos:R:3:lowdin_charge:R:1 method="wB97M-V/def2-TZVPD" homo_energy_ev=-21.53 lumo_ev=-16.69 total_charge=+3 gap_ha=0.178
C -2.240 0.123 -1.832 -0.15
C -0.949 0.095 -0.976 -0.10
O -1.213 -0.597 0.261 0.06
C -0.737 -0.304 1.406 0.07
C 1.119 -0.812 1.553 0.03
N 1.955 0.188 1.699 0.09
S 2.772 0.911 0.295 0.66
O 2.628 -0.048 -0.716 -0.15
O 3.965 1.345 0.863 -0.08
F 1.785 2.032 0.110 -0.03
H -2.973 0.710 -1.294 0.11
H -1.965 0.630 -2.749 0.07
H -2.556 -0.906 -1.980 -0.05
H -0.174 -0.454 -1.505 0.16
H -0.676 1.120 -0.758 0.14
H -0.798 0.746 1.708 0.19
H -1.186 -0.967 2.144 0.18
H 1.273 -1.480 0.694 0.19
H 1.104 -1.393 2.469 0.17
H 2.677 -0.012 2.421 0.21
Al -3.813 -0.927 -3.816 1.22

# 4
16
Properties=species:S:1:pos:R:3:lowdin_charge:R:1 method="wB97M-V/def2-TZVPD" e_above_lowest_kcal_mol=30.7 homo_energy_ev=-9.04 lumo_ev=0.27 gap_ha=0.342
B -2.052 0.877 0.103 -0.16
B 2.368 0.575 0.271 0.00
C -0.582 0.437 -0.254 -0.19
C 0.439 1.099 0.164 -0.05
C -2.962 -0.377 0.235 -0.07
C 3.040 -0.512 -0.592 -0.10
H -2.291 2.009 0.217 0.06
H 2.663 0.953 1.243 -0.01
H -0.501 -0.599 -0.639 0.09
H 0.222 2.142 0.420 0.05
H -3.865 -0.375 0.814 0.05
H -2.387 -1.274 0.398 0.06
H -3.285 -0.372 -0.741 0.04
H 4.246 -0.461 -0.672 0.11
H 2.827 -0.814 -1.579 0.02
H 2.697 -1.309 0.191 0.11

# 5
24
Properties=species:S:1:pos:R:3:lowdin_charge:R:1 method="wB97M-V/def2-TZVPD" homo_energy_ev=-10.01 smiles=C[C@H](Br)CB1OBOB(O)O1.ClCCl lumo_ev=0.30 gap_ha=0.379
C 2.047 -0.058 0.144 -0.19
C 2.079 -1.557 -0.059 -0.72
Br 3.474 -1.980 -1.387 0.65
C 0.732 -2.176 -0.480 -0.10
B -0.529 -1.267 -0.244 -0.56
O -1.532 -1.649 0.630 0.26
B -2.738 -0.978 0.604 -0.32
O -3.069 -0.277 -0.530 0.29
B -2.045 0.141 -1.357 -0.74
O -2.330 0.763 -2.523 0.24
O -0.742 -0.087 -0.938 0.29
H 1.308 0.175 0.916 0.03
H 1.776 0.461 -0.773 0.07
H 3.012 0.325 0.475 0.08
H 2.447 -2.055 0.833 0.08
H 0.755 -2.429 -1.542 0.10
H 0.588 -3.113 0.061 0.11
H -3.461 -0.990 1.543 0.12
H -1.615 0.725 -3.158 0.12
Cl -0.403 1.766 2.366 0.57
C -0.120 3.323 1.570 -0.99
Cl 1.348 3.335 0.586 0.54
H -0.964 3.528 0.923 0.03
H -0.018 4.077 2.341 0.02

# 6
16
Properties=species:S:1:pos:R:3:lowdin_charge:R:1 method="wB97M-V/def2-TZVPD" e_above_lowest_kcal_mol=104.5 homo_energy_ev="-8.32 / -7.44" lumo_ev="0.31 / 0.62" gap_ha="0.317 / 0.296"
B 0.499 0.186 -0.294 -0.18
C -0.445 -1.061 0.189 -0.17
C -1.828 -0.397 0.495 -0.20
C -1.797 0.900 -0.422 -0.18
C 3.559 -0.108 0.216 0.07
N -0.351 1.171 -0.613 0.02
H -0.537 -1.910 -0.561 0.10
H -0.061 -1.525 1.202 0.11
H -2.644 -1.146 0.234 0.11
H -2.119 -0.201 1.513 0.08
H -2.088 0.675 -1.447 0.10
H -2.468 1.716 -0.019 0.12
H 3.603 0.531 -0.653 -0.03
H 3.349 -1.109 0.276 -0.06
H 3.527 0.318 1.198 -0.03
H -0.197 1.959 -1.313 0.15

no.,energy (eV)
1,-4310.3619
2,-4305.3076
3,-32054.1958
4,-5659.1457
5,-109625.9521
6,-6472.5956